[1]
Below is a 8-piece molecular cluster, C88H56Br4O12 overall at a distorted geometry, with properties calculated with ωB97M-V/def2-TZVPD.

Values from the calculation:
- Orbital gap: 0.2973 hartree
- Structure (SMILES): O=C1c2ccccc2C(=O)c2ccccc21.O=C1c2ccccc2C(=O)c2ccccc21.O=C1c2ccccc2C(=O)c2ccccc21.O=C1c2ccccc2C(=O)c2ccccc21.O=C1c2ccccc2C(=O)c2ccccc21.O=C1c2ccccc2C(=O)c2ccccc21.BrCCBr.BrCCBr
- DFT total energy: -396905.78699 eV
- LUMO energy: -1.133 eV
- HOMO level: -9.2235 eV

```
! wB97M-V def2-TZVPD RIJCOSX def2/J DEFGRID3
* xyz 0 1
O -4.6645 1.3285 -1.6925
C -4.5353 2.2551 -0.9051
C -3.7204 3.4365 -1.2618
C -3.3258 3.7161 -2.5339
C -2.5605 4.8460 -2.8207
C -2.2259 5.7559 -1.8369
C -2.6294 5.4955 -0.5080
C -3.4094 4.3692 -0.2546
C -3.8230 4.2001 1.2220
O -3.2810 4.8508 2.0745
C -4.8939 3.1703 1.4533
C -5.4696 3.0060 2.6877
C -6.1822 1.8242 2.9765
C -6.3923 0.8850 1.9977
C -5.8703 1.0648 0.7316
C -5.0865 2.1920 0.4603
H -3.5069 3.0498 -3.3387
H -2.2129 4.9864 -3.8277
H -1.7130 6.7054 -2.2184
H -2.2523 6.1169 0.2915
H -5.2660 3.6962 3.5106
H -6.5099 1.6369 3.9789
H -6.8979 -0.0682 2.1946
H -6.0118 0.3743 -0.0734
O -1.7288 1.8040 -4.2518
C -1.4610 0.7643 -4.8128
C -0.0604 0.4773 -5.2127
C 0.9711 1.3487 -4.9528
C 2.2509 1.0124 -5.2788
C 2.5334 -0.1864 -5.9538
C 1.4818 -1.0190 -6.4040
C 0.2124 -0.7029 -5.9997
C -0.8997 -1.6395 -6.3790
O -0.7191 -2.6414 -7.0485
C -2.2772 -1.3445 -5.8564
C -3.2798 -2.3123 -6.2311
C -4.5120 -2.1103 -5.6493
C -4.8206 -0.8925 -4.9472
C -3.8504 0.0807 -4.7149
C -2.5597 -0.2044 -5.2054
H 0.7656 2.2294 -4.3616
H 3.0832 1.6165 -4.9352
H 3.5286 -0.4795 -6.2841
H 1.7716 -1.9130 -6.9256
H -3.0166 -3.1746 -6.7914
H -5.3361 -2.8046 -5.8253
H -5.8135 -0.7490 -4.4433
H -4.0710 0.9781 -4.1963
O 6.2370 6.6523 0.6282
C 5.6555 6.4049 1.6748
C 6.1687 5.3715 2.6099
C 7.3789 4.7159 2.3391
C 7.8630 3.6830 3.0976
C 7.1305 3.3042 4.1801
C 6.0298 4.0381 4.5599
C 5.5112 5.0427 3.7769
C 4.3559 5.8934 4.2418
O 3.9562 5.8113 5.3836
C 3.7246 6.7558 3.1471
C 2.5190 7.3899 3.4384
C 1.8901 8.1371 2.4441
C 2.5000 8.2296 1.2042
C 3.7947 7.7295 0.9273
C 4.3671 7.0494 1.9565
H 7.9084 4.9566 1.4315
H 8.7309 3.1388 2.8052
H 7.4930 2.5401 4.8977
H 5.4818 3.7532 5.4401
H 1.9751 7.2304 4.3430
H 0.9087 8.6144 2.6116
H 1.8629 8.7072 0.4539
H 4.2908 7.9381 0.0035
O -4.0217 -1.2644 0.6979
C -3.8507 -1.4183 1.8842
C -4.4250 -2.6302 2.5308
C -4.8334 -3.6917 1.6958
C -5.3717 -4.8613 2.1995
C -5.4815 -4.9248 3.6083
C -4.9160 -3.9747 4.4598
C -4.3255 -2.8302 3.9153
C -3.7031 -1.8366 4.9087
O -3.6541 -2.0077 6.1071
C -3.0249 -0.6528 4.2178
C -2.3691 0.3314 4.9599
C -1.9864 1.5719 4.4880
C -2.0984 1.7384 3.1091
C -2.6533 0.6793 2.2904
C -3.1706 -0.4803 2.8333
H -4.7999 -3.4837 0.6651
H -5.7242 -5.6705 1.6003
H -5.9134 -5.7590 4.1368
H -4.9538 -4.2023 5.5406
H -2.3322 0.1832 6.0706
H -1.6259 2.3455 5.1602
H -1.6296 2.6583 2.6859
H -2.7190 0.7896 1.1952
O 2.3647 0.9423 3.5726
C 1.5517 0.4080 2.8772
C 0.9806 1.0556 1.6645
C 1.4755 2.3528 1.3169
C 0.9706 3.0282 0.2091
C 0.0079 2.4587 -0.6001
C -0.3990 1.1792 -0.3544
C 0.0920 0.4724 0.7354
C -0.4296 -0.9503 1.0125
O -1.1675 -1.5589 0.2658
C -0.0134 -1.5653 2.3866
C -0.5764 -2.8237 2.7495
C -0.1046 -3.4382 3.9113
C 0.9806 -2.8864 4.6522
C 1.4894 -1.6583 4.2973
C 1.0344 -0.9721 3.1532
H 2.2680 2.6883 1.9509
H 1.3347 4.0561 0.0277
H -0.3212 2.9510 -1.5294
H -1.1070 0.7410 -1.1006
H -1.3419 -3.2588 2.1632
H -0.4959 -4.3921 4.2101
H 1.4124 -3.5428 5.4010
H 2.3255 -1.2184 4.8169
O 3.0160 -2.9059 -4.9158
C 2.0749 -3.6463 -4.9481
C 2.0306 -4.8625 -5.8216
C 3.2466 -5.2070 -6.4852
C 3.1900 -6.3632 -7.2583
C 1.9812 -7.0930 -7.4909
C 0.8342 -6.6811 -6.9217
C 0.8523 -5.5449 -6.1188
C -0.4363 -5.1881 -5.3834
O -1.4695 -5.7599 -5.7029
C -0.3116 -4.2300 -4.2595
C -1.3762 -3.9994 -3.3946
C -1.3404 -2.8193 -2.6068
C -0.2514 -1.9900 -2.5374
C 0.7872 -2.2861 -3.3417
C 0.8324 -3.3649 -4.1934
H 4.1916 -4.6926 -6.4451
H 4.0792 -6.7138 -7.7206
H 2.0994 -8.1438 -7.9256
H -0.0834 -7.2455 -7.0472
H -2.3200 -4.6139 -3.4226
H -2.2145 -2.6183 -1.9182
H -0.1477 -1.1925 -1.8902
H 1.6271 -1.6627 -3.3411
Br 5.5891 -0.2363 7.4861
C 7.4032 -0.9543 7.9809
C 8.3292 -0.9697 6.7966
Br 10.1382 -1.2809 7.3245
H 7.1932 -1.9068 8.5075
H 7.8359 -0.3742 8.7297
H 8.3079 -0.0384 6.2811
H 8.1491 -1.7923 6.1232
Br 2.6957 -5.0537 -1.3466
C 1.1017 -5.4313 -0.3450
C 0.4198 -6.7190 -0.7545
Br -0.9527 -7.0138 0.5744
H 0.4043 -4.6623 -0.5657
H 1.2790 -5.3567 0.7323
H 1.0737 -7.5960 -0.7398
H -0.0934 -6.5853 -1.6861
*
```

Here are the Löwdin charges for atoms 1 to 99, given in e:
1. O 0.1027
2. C -0.2750
3. C -0.0945
4. C -0.0154
5. C -0.0689
6. C -0.0598
7. C -0.0075
8. C -0.0654
9. C -0.2813
10. O 0.1020
11. C -0.0967
12. C -0.0012
13. C -0.0456
14. C -0.0629
15. C -0.0064
16. C -0.0867
17. H 0.0852
18. H 0.1060
19. H 0.1308
20. H 0.1128
21. H 0.1280
22. H 0.1044
23. H 0.1220
24. H 0.1143
25. O 0.0874
26. C -0.2571
27. C -0.0750
28. C -0.0245
29. C -0.0557
30. C -0.0307
31. C -0.0156
32. C -0.0762
33. C -0.2612
34. O 0.1028
35. C -0.0901
36. C 0.0204
37. C -0.0529
38. C -0.0367
39. C 0.0075
40. C -0.0920
41. H 0.1180
42. H 0.1096
43. H 0.1135
44. H 0.1203
45. H 0.1070
46. H 0.1046
47. H 0.1208
48. H 0.0802
49. O 0.0973
50. C -0.2747
51. C -0.0768
52. C 0.0023
53. C -0.0674
54. C -0.0645
55. C -0.0080
56. C -0.0915
57. C -0.2506
58. O 0.1156
59. C -0.0658
60. C -0.0003
61. C -0.0644
62. C -0.0558
63. C 0.0162
64. C -0.1262
65. H 0.1182
66. H 0.1060
67. H 0.1164
68. H 0.1201
69. H 0.1131
70. H 0.1179
71. H 0.1065
72. H 0.1191
73. O 0.1036
74. C -0.3058
75. C -0.0828
76. C 0.0025
77. C -0.0343
78. C -0.0582
79. C -0.0155
80. C -0.0712
81. C -0.2575
82. O 0.1044
83. C -0.0779
84. C -0.0142
85. C -0.0482
86. C -0.0219
87. C -0.0046
88. C -0.1020
89. H 0.1030
90. H 0.1000
91. H 0.0991
92. H 0.1288
93. H 0.1358
94. H 0.1168
95. H 0.1211
96. H 0.1198
97. O 0.1238
98. C -0.3116
99. C -0.0696

---

[2]
Below is C34H38Cl4N5O9RbS3 as an isolated structure, with properties calculated with ωB97M-V/def2-TZVPD.

Values from the calculation:
- Orbital gap: 0.2599 hartree
- Energy above the lowest of the compared OMol25 structures with the same formula, charge and spin: 0.0 kJ/mol
- DFT total energy: -145009.89551 eV
- LUMO energy: 3.034 eV
- HOMO level: -4.0387 eV

```
! wB97M-V def2-TZVPD RIJCOSX def2/J DEFGRID3
* xyz -2 1
Rb -0.2998 -1.2639 0.6523
Cl -1.5822 1.1864 -3.2875
C -1.0785 2.3768 -2.0694
Cl -1.5108 1.8858 -0.4229
H -1.5943 3.3048 -2.2850
H 0.0027 2.4880 -2.1175
Cl 1.6753 -2.9512 2.9887
C 0.6262 -4.2239 2.3302
Cl 0.8862 -5.7867 3.1470
H 0.8776 -4.3279 1.2778
H -0.4034 -3.9266 2.4977
S -6.1489 -2.3544 -4.0389
C -4.7860 -2.0519 -2.9287
C -3.5538 -2.6295 -3.1855
C -2.4980 -2.3117 -2.3431
N -2.6170 -1.4804 -1.3120
C -3.8154 -0.9647 -1.0447
C -4.9332 -1.2257 -1.8282
C -6.0028 -0.9615 -5.1248
C -6.8770 -0.8898 -6.2091
C -6.7648 0.1704 -7.0876
N -5.8695 1.1517 -6.9640
C -5.0514 1.0766 -5.9195
C -5.0697 0.0539 -4.9787
H -3.4103 -3.2893 -4.0301
H -1.5078 -2.7211 -2.5158
H -3.8789 -0.3190 -0.1775
H -5.8890 -0.7823 -1.5857
H -7.6332 -1.6493 -6.3629
H -7.4338 0.2375 -7.9392
H -4.3272 1.8771 -5.8136
H -4.3703 0.0717 -4.1547
C 3.1881 0.9122 1.1179
C 1.9820 1.6110 1.7000
O 1.2573 0.6774 2.4858
C 0.2110 1.2580 3.2496
C -0.2196 0.2607 4.3013
H 3.7813 1.6225 0.5393
H 2.8868 0.0998 0.4534
H 3.8100 0.5092 1.9187
H 1.3434 2.0162 0.9031
H 2.2892 2.4533 2.3348
H -0.6357 1.5134 2.6003
H 0.5729 2.1852 3.7138
H -0.5285 -0.6773 3.8383
H -1.0687 0.6484 4.8669
H 0.6039 0.0517 4.9862
C 3.5032 -3.1628 -1.1428
C 2.0701 -2.6545 -0.9904
O 1.2313 -3.4816 -0.5415
O 1.8363 -1.4551 -1.2754
H 3.5084 -4.1259 -1.6536
H 3.9155 -3.3192 -0.1438
H 4.1260 -2.4490 -1.6802
C -4.5643 -0.4422 8.4462
C -4.2406 -0.6699 6.9929
C -4.3707 0.3495 6.0566
C -4.0586 0.1376 4.7196
C -3.6130 -1.1062 4.3061
C -3.4750 -2.1342 5.2280
C -3.7886 -1.9137 6.5591
S -3.2232 -1.4024 2.5908
O -2.1637 -2.4135 2.6348
O -4.4501 -1.8639 1.9715
O -2.7556 -0.1094 2.0816
H -4.9217 0.5736 8.6155
H -3.6841 -0.5975 9.0734
H -5.3362 -1.1336 8.7908
H -4.7129 1.3276 6.3770
H -4.1414 0.9379 3.9955
H -3.1037 -3.0945 4.8953
H -3.6698 -2.7203 7.2750
O 10.0195 4.0195 -4.1650
S 9.5181 4.2701 -2.8236
O 8.6298 5.4085 -2.7094
O 10.5113 4.1670 -1.7696
C 8.4550 2.8136 -2.5348
N 9.0859 1.6362 -2.4574
C 8.3209 0.5795 -2.2433
C 6.9424 0.6552 -2.1107
C 6.3842 1.9165 -2.2303
N 7.1456 2.9927 -2.4360
C 4.9202 2.1587 -2.1123
C 4.4509 3.4392 -1.8276
C 3.0863 3.6363 -1.7080
N 2.1789 2.6705 -1.8614
C 2.6323 1.4459 -2.1311
C 3.9787 1.1480 -2.2655
H 8.8267 -0.3790 -2.1667
H 6.3497 -0.2255 -1.9073
H 5.1497 4.2567 -1.7135
H 2.7021 4.6259 -1.4824
H 1.9014 0.6504 -2.2229
H 4.2582 0.1256 -2.4799
*
```

Quick look at the Löwdin charges, all values in e:
1. Rb 0.7960
2. Cl 0.5329
3. C -0.9712
4. Cl 0.5624
5. H 0.0220
6. H -0.0205
7. Cl 0.5329
8. C -0.9975
9. Cl 0.4797
10. H -0.0098
11. H -0.0045
12. S 1.0010
13. C -0.5483
14. C -0.0762
15. C -0.1272
16. N 0.0300
17. C -0.1354
18. C -0.0649
19. C -0.5082
20. C -0.1133
21. C -0.1676
22. N 0.0431
23. C -0.1424
24. C -0.0638
25. H 0.1058
26. H 0.1201
27. H 0.0874
28. H 0.1143
29. H 0.0961
30. H 0.0986
31. H 0.1050
32. H 0.0785
33. C -0.0495
34. C -0.2774
35. O -0.2308
36. C -0.2848
37. C -0.0617
38. H 0.0682
39. H 0.0627
40. H 0.0845
41. H 0.0980
42. H 0.1186
43. H 0.0972
44. H 0.1166
45. H 0.0470
46. H 0.0764
47. H 0.0810
48. C -0.0149
49. C -0.7823
50. O -0.1585
51. O -0.1512
52. H 0.0677
53. H 0.0731
54. H 0.0529
55. C -0.0647
56. C -0.2885
57. C -0.0498
58. C -0.0584
59. C -0.2674
60. C -0.0467
61. C -0.0466
62. S 0.3992
63. O -0.4290
64. O -0.3235
65. O -0.4212
66. H 0.0670
67. H 0.0761
68. H 0.0745
69. H 0.1038
70. H 0.1138
71. H 0.1145
72. H 0.1095
73. O -0.3760
74. S 0.3827
75. O -0.3789
76. O -0.3766
77. C -0.3468
78. N 0.1135
79. C -0.1290
80. C -0.0033
81. C -0.2200
82. N 0.1635
83. C -0.1481
84. C -0.0072
85. C -0.1396
86. N 0.0474
87. C -0.1369
88. C -0.0099
89. H 0.1031
90. H 0.0981
91. H 0.1143
92. H 0.1019
93. H 0.0928
94. H 0.1046

---

[3]
Below is C26H21N2O2PtS2 as an isolated structure, with properties calculated with ωB97M-V/def2-TZVPD.

Values from the calculation:
- Orbital gap: 0.2491 hartree
- Energy above the lowest of the compared OMol25 structures with the same formula, charge and spin: 22.8 kJ/mol
- DFT total energy: -59297.78056 eV
- LUMO energy: 2.312 eV
- HOMO level: -4.4652 eV

```
! wB97M-V def2-TZVPD RIJCOSX def2/J DEFGRID3
* xyz -1 1
Pt -0.0872 -0.1444 0.0527
O 4.4771 -0.8563 -0.2514
C 4.8497 0.4330 -0.1949
C 6.2191 0.7091 -0.2506
C 6.6708 2.0126 -0.2216
C 5.7698 3.0711 -0.1361
C 4.4161 2.7990 -0.0671
C 3.9327 1.4916 -0.0869
C 2.4637 1.2309 0.0040
O 2.0657 0.0196 -0.1392
N 1.7036 2.2656 0.2294
N 0.3405 1.9441 0.3047
C -0.3715 3.0026 0.3509
S 0.4122 4.5908 0.1941
C -1.1242 5.5611 0.3165
C -2.3012 4.6562 0.0020
S -2.0482 3.0818 0.8417
H 3.4890 -0.8588 -0.2540
H 6.9050 -0.1251 -0.3233
H 7.7357 2.2081 -0.2697
H 6.1229 4.0941 -0.1243
H 3.6918 3.5991 0.0064
H -1.0594 6.3747 -0.4066
H -1.1991 5.9794 1.3201
H -2.3558 4.4572 -1.0691
H -3.2528 5.0655 0.3388
C -4.8600 0.4081 0.2079
C -4.1482 0.6329 -0.9664
C -2.7764 0.4358 -1.0017
C -2.0584 -0.0007 0.1244
C -2.7983 -0.2303 1.2889
C -4.1736 -0.0257 1.3343
H -5.9327 0.5584 0.2400
H -4.6685 0.9670 -1.8583
H -2.2413 0.6246 -1.9265
H -2.2865 -0.5758 2.1795
H -4.7148 -0.2124 2.2558
C -3.0148 -5.1631 -0.8534
C -3.1669 -3.8358 -1.3093
C -2.2103 -2.8989 -1.0403
C -1.0453 -3.1906 -0.2808
C -0.0602 -2.1889 0.0593
C 1.0911 -2.6788 0.6525
C 1.3031 -4.0387 0.9691
C 0.3332 -4.9620 0.7273
C -0.8651 -4.5536 0.0959
C -1.8776 -5.5094 -0.1860
H -3.7828 -5.9014 -1.0527
H -4.0430 -3.5564 -1.8826
H -2.3287 -1.9047 -1.4305
H 1.8712 -1.9873 0.9394
H 2.2418 -4.3345 1.4248
H 0.4618 -6.0057 0.9932
H -1.7151 -6.5349 0.1296
*
```

Quick look at the Löwdin charges, all values in e:
1. Pt 1.0668
2. O 0.0584
3. C -0.2679
4. C -0.0262
5. C -0.1052
6. C -0.1081
7. C -0.0352
8. C -0.0697
9. C -0.4343
10. O -0.2010
11. N -0.0078
12. N -0.2045
13. C -0.8784
14. S 0.9078
15. C -0.5431
16. C -0.5287
17. S 0.9547
18. H 0.0673
19. H 0.1104
20. H 0.0942
21. H 0.0898
22. H 0.0993
23. H 0.0663
24. H 0.0655
25. H 0.0786
26. H 0.0752
27. C -0.1294
28. C -0.1304
29. C -0.2007
30. C -0.4287
31. C -0.1531
32. C -0.1205
33. H 0.0838
34. H 0.0896
35. H 0.0906
36. H 0.0893
37. H 0.0899
38. C -0.1123
39. C -0.0946
40. C -0.0433
41. C -0.1675
42. C -0.2246
43. C -0.1471
44. C -0.1021
45. C -0.0755
46. C -0.1837
47. C -0.0658
48. H 0.0886
49. H 0.0928
50. H 0.0769
51. H 0.0641
52. H 0.0940
53. H 0.0973
54. H 0.0988